1.
A 2-piece molecular cluster, C2H5FSi overall. Source: the OMol25 dataset; level of theory: ωB97M-V/def2-TZVPD.

The spin multiplicity is 3. As for the total energy: -12743.9367 eV. As for the HOMO-LUMO gap (alpha / beta): 8.45 / 8.24 eV. The HOMO energy (alpha / beta) is -0.26984 / -0.37797 Eh. For the relative energy (zero: lowest compared OMol25 entry of this formula, charge and spin), the calculation gives 0.7446 eV.

XYZ file:
```
9
C2H5FSi (ωB97M-V/def2-TZVPD)
F 1.4867 1.8791 0.1427
C 1.0107 0.6763 0.4869
H 1.6107 0.5642 2.5788
H -0.9648 -1.8348 -1.6436
H -1.2345 0.4020 -2.6256
C 1.2367 0.0637 1.6322
H 0.8296 -0.9453 1.7119
Si -1.3383 -0.5052 -1.4256
H -2.6367 -0.3000 -0.8577
```

2.
A 3-piece molecular cluster, C2H5I2NS overall. Source: the OMol25 dataset; level of theory: ωB97M-V/def2-TZVPD.

The spin multiplicity is 1. As for the total energy: -30679.2387 eV. As for the HOMO-LUMO gap: 8.49 eV. The HOMO energy is -0.32571 Eh. For the relative energy (zero: lowest compared OMol25 entry of this formula, charge and spin), the calculation gives 1.9830 eV.

XYZ file:
```
11
C2H5I2NS (ωB97M-V/def2-TZVPD)
H -2.7063 -1.6385 -0.5337
S -1.3981 1.2041 0.5159
H 0.3304 2.1797 -0.8408
C -1.0480 -2.3354 -0.2747
I 3.6341 3.0217 0.8000
C 0.0550 1.4638 -0.0180
H 2.3150 2.0905 0.8383
N -1.7456 -1.4845 -0.8683
H 0.9485 1.0695 0.6687
I 1.0005 -2.3802 -0.6582
H -1.3855 -3.1906 0.3709
```

3.
One molecule with the formula C2H5I3OSi. Source: the OMol25 dataset; level of theory: ωB97M-V/def2-TZVPD.

The spin multiplicity is 1. As for the total energy: -36384.3008 eV. As for the HOMO-LUMO gap: 8.49 eV. The HOMO energy is -0.35018 Eh. For the relative energy (zero: lowest compared OMol25 entry of this formula, charge and spin), the calculation gives 1.2791 eV.

XYZ file:
```
12
C2H5I3OSi (ωB97M-V/def2-TZVPD)
O -0.0821 0.8052 0.5342
I -0.4052 -1.3433 3.5520
H -0.2133 1.0959 -2.1305
I 2.3740 1.5906 2.6890
C -0.9503 0.2969 -0.3446
H -1.1769 -0.2458 -2.3155
I 2.3113 -1.8713 0.6023
H 0.5823 -0.4930 -2.1378
C -0.3047 0.0751 -1.8356
H -1.4250 -0.7332 0.0388
H -1.7234 1.0632 -0.5185
Si 1.0134 -0.2403 1.8662
```

4.
One molecule with the formula C2H5I3OSi. Source: the OMol25 dataset; level of theory: ωB97M-V/def2-TZVPD.

The spin multiplicity is 1. As for the total energy: -36385.5800 eV. As for the HOMO-LUMO gap: 9.05 eV. The HOMO energy is -0.35300 Eh. For the relative energy (zero: lowest compared OMol25 entry of this formula, charge and spin), the calculation gives 0.0000 eV.

XYZ file:
```
12
C2H5I3OSi (ωB97M-V/def2-TZVPD)
H -0.2642 0.5981 2.5971
C -0.5745 0.9472 0.3617
Si 0.7112 -0.5282 -1.6835
H -1.2688 -0.5645 1.6326
I 1.8067 1.2499 -2.9388
H -1.5859 1.2495 0.5384
C -0.3675 0.0021 1.5641
I -0.7638 -2.0681 -2.7949
H 0.2195 1.6419 0.3678
O -0.5376 0.1496 -0.7837
I 2.2153 -1.8874 -0.3444
H 0.4095 -0.7902 1.4835
```

5.
C2H5IN2 as an isolated structure. Source: the OMol25 dataset; level of theory: ωB97M-V/def2-TZVPD.

The spin multiplicity is 1. As for the total energy: -13232.1651 eV. As for the HOMO-LUMO gap: 9.26 eV. The HOMO energy is -0.32599 Eh. For the relative energy (zero: lowest compared OMol25 entry of this formula, charge and spin), the calculation gives 2.2872 eV.

XYZ file:
```
10
C2H5IN2 (ωB97M-V/def2-TZVPD)
H 0.9491 -0.2145 -1.8959
H -0.8100 -1.1319 -0.3781
C 0.0971 -0.7383 0.3426
N 0.1164 1.2086 -0.1488
H -1.4203 0.6037 0.7728
C 0.9492 0.0898 -0.4944
H 0.6046 1.9886 0.2290
I 3.0634 0.0642 0.0415
N -0.4762 0.5054 0.9939
H 0.4208 -1.4370 1.0332
```

6.
One molecule with the formula C2H5IN2. Source: the OMol25 dataset; level of theory: ωB97M-V/def2-TZVPD.

The spin multiplicity is 1. As for the total energy: -13232.5930 eV. As for the HOMO-LUMO gap: 7.79 eV. The HOMO energy is -0.31720 Eh. For the relative energy (zero: lowest compared OMol25 entry of this formula, charge and spin), the calculation gives 1.8593 eV.

XYZ file:
```
10
C2H5IN2 (ωB97M-V/def2-TZVPD)
H 1.0060 -0.8515 -0.5260
H -0.6959 -1.6093 -0.5851
H 0.6791 -1.9779 0.8094
H 0.1557 2.5476 -0.8581
C 0.2172 -1.3270 0.0568
H 1.1549 1.0885 -1.1972
C 0.4542 1.5868 -0.5695
N -0.2895 1.0650 0.3123
I -2.3331 -0.4492 1.7227
N -0.3487 -0.0731 0.8348
```

7.
C2H5IO as an isolated structure. Source: the OMol25 dataset; level of theory: ωB97M-V/def2-TZVPD.

The spin multiplicity is 1. As for the total energy: -12301.6239 eV. As for the HOMO-LUMO gap: 9.83 eV. The HOMO energy is -0.34294 Eh. For the relative energy (zero: lowest compared OMol25 entry of this formula, charge and spin), the calculation gives 1.2492 eV.

XYZ file:
```
9
C2H5IO (ωB97M-V/def2-TZVPD)
H 0.4308 0.1908 -0.9236
C -0.1859 -0.4825 -0.4141
H 1.0549 -2.1511 0.0804
C 0.1592 -1.6366 0.1162
H 0.9837 2.0917 0.6987
H -0.5079 -2.2281 0.8889
O 0.5732 2.2197 -0.1650
H -0.3389 1.9704 -0.2545
I -2.1692 0.0257 -0.0270
```

8.
C2H5IO2 as an isolated structure. Source: the OMol25 dataset; level of theory: ωB97M-V/def2-TZVPD.

The spin multiplicity is 1. As for the total energy: -14345.4039 eV. As for the HOMO-LUMO gap (alpha / beta): 8.13 / 7.28 eV. The HOMO energy (alpha / beta) is -0.28769 / -0.25867 Eh. For the relative energy (zero: lowest compared OMol25 entry of this formula, charge and spin), the calculation gives 5.3133 eV.

XYZ file:
```
10
C2H5IO2 (ωB97M-V/def2-TZVPD)
H 1.6349 -0.4712 -2.0328
I 1.6271 0.3387 2.2925
H -2.4862 0.0834 -0.4658
H -1.7552 -0.0492 0.9265
H -3.0281 -0.2844 -0.8809
C 1.6512 -0.3923 -0.9215
H 2.6097 -0.3022 -0.4208
C 0.2761 0.4503 0.7550
O -1.0142 0.6789 1.1285
O 0.4847 -0.0521 -0.3807
```

9.
C2H5InO5P as an isolated structure. Source: the OMol25 dataset; level of theory: ωB97M-V/def2-TZVPD.

The spin multiplicity is 1. As for the total energy: -26852.9099 eV. As for the HOMO-LUMO gap: 2.57 eV. The HOMO energy is -0.15286 Eh. As for the net charge: -1. For the relative energy (zero: lowest compared OMol25 entry of this formula, charge and spin), the calculation gives 0.5017 eV.

XYZ file:
```
14
C2H5InO5P (ωB97M-V/def2-TZVPD)
O 4.7484 -13.1998 -20.7914
O 5.9857 -14.2574 -19.1852
O 6.4590 -18.5775 -22.3632
H 6.9947 -20.5231 -25.1342
O 3.5651 -15.0125 -19.5326
H 5.6471 -20.2982 -22.9546
C 6.5973 -19.7720 -23.0467
C 7.0962 -19.6326 -24.5139
P 4.5358 -13.7307 -19.3450
H 8.1391 -19.3156 -24.5093
H 6.7128 -18.8518 -25.1706
H 7.2934 -20.5428 -22.7162
In 5.3385 -15.9022 -21.6061
O 3.9902 -12.6796 -18.3483
```

10.
One molecule with the formula C2H5N. Source: the OMol25 dataset; level of theory: ωB97M-V/def2-TZVPD.

The spin multiplicity is 1. As for the total energy: -3643.0257 eV. As for the HOMO-LUMO gap: 10.78 eV. The HOMO energy is -0.35091 Eh. For the relative energy (zero: lowest compared OMol25 entry of this formula, charge and spin), the calculation gives 1.4884 eV.

XYZ file:
```
8
C2H5N (ωB97M-V/def2-TZVPD)
H 1.1282 0.4228 -0.2200
C -0.1402 -0.4557 0.1156
N 1.3475 -0.4269 0.3350
H -0.4535 -1.5021 0.2608
H 1.5059 -0.1868 1.3026
H -1.9771 0.2878 -0.5689
H -0.4701 1.3660 -0.8546
C -0.9406 0.4950 -0.3704
```

11.
C2H5N2 as an isolated structure. Source: the OMol25 dataset; level of theory: ωB97M-V/def2-TZVPD.

The spin multiplicity is 1. As for the total energy: -5126.1280 eV. As for the HOMO-LUMO gap: 11.97 eV. The HOMO energy is -0.59812 Eh. As for the net charge: +1. For the relative energy (zero: lowest compared OMol25 entry of this formula, charge and spin), the calculation gives 0.9187 eV.

XYZ file:
```
9
C2H5N2 (ωB97M-V/def2-TZVPD)
C -0.1422 0.4880 0.8241
N -0.9527 0.0114 -0.6069
H -1.8495 -0.1687 -0.8483
H -0.5197 -0.0312 1.6358
H 1.8241 -0.1192 0.3991
C 0.2268 -0.5536 -0.8955
H -0.0207 1.6490 1.0227
N 0.9197 -0.1597 0.1525
H 0.5142 -1.1158 -1.6834
```

12.
A 2-piece molecular cluster, C2H5N2 overall. Source: the OMol25 dataset; level of theory: ωB97M-V/def2-TZVPD.

The spin multiplicity is 1. As for the total energy: -5123.6851 eV. As for the HOMO-LUMO gap (alpha / beta): 7.79 / 9.00 eV. The HOMO energy (alpha / beta) is -0.57224 / -0.59481 Eh. As for the net charge: +1. For the relative energy (zero: lowest compared OMol25 entry of this formula, charge and spin), the calculation gives 3.3616 eV.

XYZ file:
```
9
C2H5N2 (ωB97M-V/def2-TZVPD)
H 1.5877 -1.5325 0.0622
N 0.9505 0.3831 0.0039
H -3.0725 -0.2783 0.0015
N -1.1450 -0.6334 0.0640
H 1.0740 1.3906 -0.0518
C 1.8417 -0.4777 -0.0013
C -2.0562 0.1503 0.0081
H 2.9106 -0.2446 -0.0671
H -2.0906 1.2424 -0.0196
```

13.
C2H5N2 as an isolated structure. Source: the OMol25 dataset; level of theory: ωB97M-V/def2-TZVPD.

The spin multiplicity is 1. As for the total energy: -5123.6217 eV. As for the HOMO-LUMO gap (alpha / beta): 10.67 / 10.67 eV. The HOMO energy (alpha / beta) is -0.60693 / -0.60695 Eh. As for the net charge: +1. For the relative energy (zero: lowest compared OMol25 entry of this formula, charge and spin), the calculation gives 3.4250 eV.

XYZ file:
```
9
C2H5N2 (ωB97M-V/def2-TZVPD)
H -1.6604 -0.0538 -1.2237
H 1.5271 -1.4802 0.6921
H 0.5520 0.9503 1.0716
H 1.0294 0.6240 -0.7893
C -1.0561 -0.0393 -0.2327
N -0.2813 -1.7806 0.2047
H -1.7982 0.0850 0.5157
N 0.7101 -1.0907 0.3381
C 0.4608 0.2421 0.0533
```

14.
An isolated ion of composition C2H5N2O and charge +1. Source: the OMol25 dataset; level of theory: ωB97M-V/def2-TZVPD.

The spin multiplicity is 1. As for the total energy: -7170.5399 eV. As for the HOMO-LUMO gap (alpha / beta): 7.29 / 7.29 eV. The HOMO energy (alpha / beta) is -0.55207 / -0.55205 Eh. As for the net charge: +1. For the relative energy (zero: lowest compared OMol25 entry of this formula, charge and spin), the calculation gives 5.4919 eV.

XYZ file:
```
10
C2H5N2O (ωB97M-V/def2-TZVPD)
N -2.1618 0.0355 0.1776
C 1.4836 -0.0497 0.1594
H 1.5566 0.9972 -0.3615
N 0.1458 -0.6028 0.0052
O -3.2850 -0.1363 -0.0100
H 2.2345 -0.7351 -0.2877
C -0.9636 0.3025 -0.0579
H -0.0762 -1.4658 -0.3651
H -0.7914 1.3682 -0.4409
H 1.8574 0.2864 1.1810
```

15.
An isolated ion of composition C2H5N2O and charge +1. Source: the OMol25 dataset; level of theory: ωB97M-V/def2-TZVPD.

The spin multiplicity is 1. As for the total energy: -7171.2929 eV. As for the HOMO-LUMO gap: 10.14 eV. The HOMO energy is -0.54803 Eh. As for the net charge: +1. For the relative energy (zero: lowest compared OMol25 entry of this formula, charge and spin), the calculation gives 4.7388 eV.

XYZ file:
```
10
C2H5N2O (ωB97M-V/def2-TZVPD)
C -2.4790 -1.3856 -0.0822
O -0.0785 -1.6111 0.0617
H 1.5398 -0.5800 -0.7291
C 0.6438 -0.3185 -0.2416
H 1.4211 -0.2667 1.4734
N -1.3524 -1.4008 0.0567
N 0.9438 0.3518 0.9171
H -3.4692 -1.1133 0.0077
H 0.3693 1.0724 1.3305
H -0.0704 0.1842 -0.8170
```

16.
A 2-piece molecular cluster, C2H5N2O overall. Source: the OMol25 dataset; level of theory: ωB97M-V/def2-TZVPD.

The spin multiplicity is 1. As for the total energy: -7171.8883 eV. As for the HOMO-LUMO gap: 11.62 eV. The HOMO energy is -0.58950 Eh. As for the net charge: +1. For the relative energy (zero: lowest compared OMol25 entry of this formula, charge and spin), the calculation gives 4.1434 eV.

XYZ file:
```
10
C2H5N2O (ωB97M-V/def2-TZVPD)
N -2.7635 1.0552 -0.0181
N 0.8314 -0.0858 -0.0484
C -1.6834 0.6581 -0.0159
H -0.2832 0.1541 0.0213
H 1.3430 0.5635 -0.6491
O -3.9358 1.5885 0.0023
H -4.6383 0.9221 -0.0846
H 0.9251 -1.7142 1.1595
H 2.5281 -1.1692 0.3975
C 1.4581 -1.0189 0.5193
```

17.
An isolated ion of composition C2H5N2O and charge +1. Source: the OMol25 dataset; level of theory: ωB97M-V/def2-TZVPD.

The spin multiplicity is 3. As for the total energy: -7170.0362 eV. As for the HOMO-LUMO gap (alpha / beta): 6.26 / 11.11 eV. The HOMO energy (alpha / beta) is -0.46751 / -0.64512 Eh. As for the net charge: +1. For the relative energy (zero: lowest compared OMol25 entry of this formula, charge and spin), the calculation gives 1.3311 eV.

XYZ file:
```
10
C2H5N2O (ωB97M-V/def2-TZVPD)
H 0.1645 -1.3950 -0.4027
C -1.4981 -0.4646 0.0981
H -2.2357 -1.2621 0.2045
H 0.3290 1.3828 -0.8655
N 1.9814 0.4848 0.1065
N -0.2771 -0.4814 -0.2944
O 2.5262 -0.5437 0.2460
H 0.3901 1.1497 0.8686
C 0.5730 0.5908 -0.1407
H -1.9532 0.5387 0.1795
```

18.
A 2-piece molecular cluster, C2H5N2O2 overall. Source: the OMol25 dataset; level of theory: ωB97M-V/def2-TZVPD.

The spin multiplicity is 1. As for the total energy: -9231.6748 eV. As for the HOMO-LUMO gap: 8.64 eV. The HOMO energy is -0.15774 Eh. As for the net charge: -1. For the relative energy (zero: lowest compared OMol25 entry of this formula, charge and spin), the calculation gives 0.4860 eV.

XYZ file:
```
11
C2H5N2O2 (ωB97M-V/def2-TZVPD)
O -0.5631 1.3766 0.0005
C 1.5470 -0.7109 2.3775
N 1.7793 -1.2537 1.2571
C -0.7088 0.4310 -0.7976
N -1.7027 0.6386 -1.8170
H -1.6940 1.5930 -2.1356
O -0.1276 -0.6797 -0.8484
H 1.0654 -0.9272 0.5767
H -1.7606 -0.0636 -2.5323
H 0.8932 0.1587 2.4780
H 2.0936 -1.0980 3.2394
```

19.
An isolated ion of composition C2H5N2O2S2 and charge -1. Source: the OMol25 dataset; level of theory: ωB97M-V/def2-TZVPD.

The spin multiplicity is 1. As for the total energy: -30899.5787 eV. As for the HOMO-LUMO gap: 6.96 eV. The HOMO energy is -0.14381 Eh. As for the net charge: -1. For the relative energy (zero: lowest compared OMol25 entry of this formula, charge and spin), the calculation gives 1.3010 eV.

XYZ file:
```
13
C2H5N2O2S2 (ωB97M-V/def2-TZVPD)
H -0.0634 -1.1297 1.1892
C 0.5950 -1.2029 0.2679
S -1.0696 1.9211 0.6804
N -0.2602 0.8389 -0.7347
H -2.2280 1.1325 -2.1523
O 3.0629 0.1996 0.0363
S -1.5837 -0.0256 -1.4557
H 1.6897 -1.6141 0.3283
H -0.3501 2.9061 0.3427
N 0.7545 0.0945 -0.3915
H -0.0314 -1.7408 -0.4276
O 2.0698 2.0665 -0.5430
C 2.1514 0.9272 -0.2250
```

20.
An isolated ion of composition C2H5N2O3 and charge -1. Source: the OMol25 dataset; level of theory: ωB97M-V/def2-TZVPD.

The spin multiplicity is 1. As for the total energy: -11275.3003 eV. As for the HOMO-LUMO gap: 8.53 eV. The HOMO energy is -0.15429 Eh. As for the net charge: -1. For the relative energy (zero: lowest compared OMol25 entry of this formula, charge and spin), the calculation gives 5.9093 eV.

XYZ file:
```
12
C2H5N2O3 (ωB97M-V/def2-TZVPD)
O 0.5993 1.8768 -1.3628
H 0.8759 0.1078 -1.5836
H -0.8278 -2.2782 0.4870
C -0.2747 -1.4877 0.8682
H -1.3803 -0.3498 -0.7469
N 0.0192 0.8574 0.5963
O 0.5898 -0.7564 -1.1765
H -0.7961 -0.8907 1.5907
H 0.7397 -1.7440 1.1560
N 0.3196 1.9678 -0.1355
O 0.3948 3.0656 0.4556
C -0.2595 -0.3685 -0.1485
```